(1)
Computed, not measured: C2H5FN2 in the gas phase, with ωB97M-V/def2-TZVPD.

Output
Structure (SMILES): N/N=C/CF
Relative energy (zero: lowest compared OMol25 entry of this formula, charge and spin) (kJ/mol): 144.9

Last column: Löwdin charge in e.
CARTESIAN COORDINATES (ANGSTROEM)
N1 -0.60288 -0.59348 -0.16323  -0.0956
H1 2.08624 0.59856 -1.02744  0.1234
C1 0.09683 0.45490 -0.11554  -0.1730
H2 -0.40076 1.46939 0.04691  0.1332
C2 1.59321 0.23644 -0.08055  -0.2033
H3 1.94753 0.75145 0.84461  0.1149
F1 1.88994 -1.12568 0.00486  -0.0682
H4 -2.32892 -1.41869 -0.03492  0.0940
H5 -2.37672 0.10636 0.63491  0.1159
N2 -1.90447 -0.47925 -0.10960  -0.0412

Atoms 1-6, force components in eV/Å:
1.95 0.23 -0.21
-0.31 -0.06 1.12
-0.10 0.32 0.57
0.97 -1.05 -0.26
0.13 0.46 -0.35
0.31 -0.36 -0.82

(2)
Computed, not measured: 3 unconnected molecules or ions with the total composition C35H61Br3Cl2F9N3O4, with ωB97M-V/def2-TZVPD.

Output
E_tot (eV): -309551.016

Last column: Löwdin charge in e.
CARTESIAN COORDINATES (ANGSTROEM)
N1 -1.40624 4.86566 -6.66542  -0.1891
H1 -4.16556 -8.45000 -0.55360  0.0687
H2 4.30463 -1.63100 1.92293  0.1212
H3 -2.62818 -2.34864 1.52150  0.0721
H4 4.29742 -3.57351 2.90419  0.0669
H5 -0.72052 -6.76510 -1.92073  0.0780
H6 2.47657 -1.74662 4.57866  0.0760
H7 -3.87013 -4.48472 0.68012  0.0963
C1 -2.25889 -0.06910 1.80346  -0.2519
H8 4.16934 -0.91997 4.58012  0.1081
C2 0.39534 0.76899 -1.69536  -0.6819
H9 0.44252 5.60073 -7.34766  0.1157
H10 3.23109 -0.64498 -0.26010  0.0560
C3 -3.15991 -1.33580 1.18072  -0.5916
C4 1.38643 4.49978 1.56099  -0.1172
H11 -2.48846 3.13458 -7.27180  0.0954
C5 -4.76264 -7.59448 -0.87751  -0.0897
H12 0.27069 -1.43225 -2.44069  0.1100
F1 1.08415 2.64800 4.10895  -0.0016
C6 -2.19660 3.67077 -6.36176  -0.2675
H13 -2.22317 -7.91691 0.49282  0.0963
H14 -0.59095 2.94779 -8.50331  0.0683
H15 -1.01103 -6.64469 0.55641  0.1164
C7 -0.33051 4.08965 1.78744  -0.2397
N2 -0.76636 2.93088 1.09054  -0.6239
C8 -1.15752 -7.58398 -1.33943  -0.0940
C9 3.45635 -1.60463 3.96095  -0.2269
C10 4.36922 1.83498 3.94847  -0.0787
H16 -3.45731 -7.12306 2.20393  0.0680
H17 -4.00914 -5.61919 2.93505  0.0731
C11 -0.04923 -1.73603 6.51194  -0.1270
C12 3.26588 -1.24049 2.38757  -0.5456
C13 1.64675 6.07183 0.88050  -0.0978
H18 -5.50046 -7.37029 -0.10508  0.0552
O1 5.68882 3.84873 5.09681  -0.0335
H19 1.07330 -1.27627 -0.74669  0.0231
H20 -0.62067 -0.62831 0.45194  0.1293
F2 -0.61998 -3.12001 6.29981  0.0188
H21 2.02108 -0.75451 -2.28890  0.0640
H22 -0.61611 2.24277 -5.87463  0.0493
C14 0.44101 0.48748 4.97795  -0.0919
F3 0.00467 -1.94051 4.02086  0.0152
H23 4.89607 -0.17464 0.41670  0.1122
H24 3.83158 1.23999 -0.17014  0.0962
O2 1.92833 5.65456 2.45310  -0.2059
H25 1.82397 2.01934 -0.26862  0.0719
Br1 1.33692 1.65180 -3.30131  0.5528
F4 1.36605 -1.93220 6.85880  0.0566
Br2 0.18443 3.47271 -1.51555  0.6366
H26 0.53372 4.13117 -6.44151  0.0996
H27 -0.35258 -8.28161 -1.08595  0.0727
Cl1 -2.44748 3.14022 0.79466  0.7498
H28 3.56398 -3.89467 4.61852  0.0864
C15 -0.06515 4.63651 -7.20900  -0.2476
Br3 -5.03153 -1.39878 1.87458  0.5481
H29 2.33476 5.49967 0.08597  0.0503
C16 -0.17597 1.62059 0.94855  -0.3158
H30 -2.18600 1.87422 -5.16357  0.0749
Cl2 2.04803 -2.43312 1.60826  0.5906
H31 -0.54093 4.23119 2.94310  0.1317
H32 -0.19331 4.44187 -9.37422  0.0539
C17 0.70599 1.75928 -0.47054  -0.4542
C18 -1.50303 2.69129 -5.41815  -0.1138
C19 -2.72360 5.61032 -8.72902  -0.0950
H33 2.49510 6.81582 1.11768  0.1263
C20 4.56817 0.97874 2.60168  -0.1256
O3 2.13716 1.19065 2.16828  -0.0914
O4 6.95836 2.35115 3.58904  -0.0146
H34 5.11880 1.68659 1.81345  0.1406
F5 -0.25724 1.26674 6.09090  0.0183
H35 5.35260 0.10194 2.80506  0.1441
C21 -2.17886 5.91594 -7.33719  -0.2529
H36 -3.46142 6.37029 -9.00883  0.0714
C22 -1.24757 0.38010 0.59433  -0.1635
H37 -3.12744 3.97855 -5.86776  0.1181
H38 -2.35017 -4.91349 1.40457  0.1007
F6 -1.78277 -0.63793 5.13878  0.0317
C23 0.73796 0.99157 2.21587  -0.0898
C24 -3.96522 -6.17997 1.99494  -0.0851
H39 2.16149 3.58009 1.19649  0.1594
C25 0.04772 3.83404 -8.50030  -0.0903
F7 -0.88010 -1.15686 7.61810  0.0466
C26 -1.81428 -7.06530 -0.06253  -0.2716
H40 4.23928 1.23899 4.94525  0.1226
C27 0.23195 1.45858 3.70368  -0.1044
H41 -1.20618 3.18274 -4.48553  0.0448
H42 3.58588 2.67668 3.75388  0.1240
C28 3.75969 0.19710 0.34496  -0.0502
N3 -2.82492 -6.03039 -0.29105  -0.1896
H43 -5.32069 -7.90704 -1.76734  0.0739
H44 -2.92047 0.77644 2.25712  0.0918
F8 -1.15871 1.92664 3.84396  0.0295
H45 -1.58441 -0.56045 2.61622  0.0757
H46 5.77834 4.68446 4.54040  0.1283
H47 -3.22220 4.64084 -8.77978  0.0660
H48 -1.93576 5.64165 -9.48580  0.0550
H49 -1.57972 6.83441 -7.38560  0.1115
C29 3.17141 0.30734 1.92943  -0.4196
C30 -3.91089 -6.37515 -1.21210  -0.2498
H50 1.08017 3.48991 -8.62888  0.0730
H51 -1.95435 0.61520 -0.30759  0.1126
C31 -0.29964 -0.94021 5.05745  -0.0921
H52 0.53252 -0.18603 2.23427  0.1365
H53 5.26366 -3.02051 4.42387  0.0827
H54 -0.73169 0.75667 -2.09347  0.1112
H55 -1.86681 -8.12325 -1.97367  0.0640
C32 5.80486 2.67367 4.17612  -0.2522
F9 1.84299 0.57012 5.43570  0.0391
H56 -3.05892 -1.29695 0.01564  0.0814
C33 -3.24431 -5.34883 0.93813  -0.2597
H57 -3.02954 6.17417 -6.69202  0.1085
C34 4.17986 -3.11606 3.98524  -0.1282
C35 0.95801 -0.72639 -1.76537  -0.2031
H58 -0.79250 5.07429 1.28993  0.1247
H59 -4.99751 -6.39206 1.70549  0.0583
H60 -3.47948 -6.52535 -2.20928  0.1009
H61 -4.57217 -5.50715 -1.33845  0.1161

Atoms 1-6, force components in eV/Å:
-0.04 0.35 -0.03
0.00 0.07 0.00
-2.58 1.21 0.90
-1.40 2.23 -0.74
-0.36 1.00 2.15
-0.13 -0.07 0.07

(3)
Computed, not measured: a molecular structure, C3H14N3OOs, with ωB97M-V/def2-TZVPD.

Output
Spin multiplicity: 5
Relative energy (zero: lowest compared OMol25 entry of this formula, charge and spin) (kJ/mol): 0.0
Net charge: +1

Last column: Mulliken spin population.
CARTESIAN COORDINATES (ANGSTROEM)
H1 0.77659 1.70207 3.26700  0.0045
C1 0.56139 0.37091 1.76538  0.0725
H2 3.10980 2.06083 2.75783  0.0010
H3 -3.19521 -2.32725 -2.29538  0.0000
N1 -0.74311 0.62103 1.51796  -0.0080
H4 -3.83784 -0.74601 -2.84153  0.0000
C2 2.72736 1.04284 2.66841  -0.0050
H5 -2.43177 -0.80109 -1.93392  -0.0028
H6 -1.26718 1.22642 2.13369  0.0059
O1 1.13164 -0.57102 1.11069  0.1473
H7 -2.42435 -1.39371 -3.64481  0.0003
N2 1.27984 1.08432 2.63839  0.0248
H8 0.02022 -0.30688 -3.03522  0.0021
H9 1.52862 0.13049 -2.65960  0.0172
Os1 0.60456 -1.10438 -0.57427  3.3655
H10 3.09376 0.58805 1.74403  0.0024
H11 0.27937 0.93574 -2.02543  0.0258
C3 -2.99006 -1.33425 -2.71100  0.0077
H12 -0.69742 -1.73128 0.08894  0.2544
H13 3.08139 0.46313 3.52354  0.0018
H14 -1.20958 0.10409 0.75375  -0.0176
N3 0.60198 -0.01404 -2.24846  0.1004

Atoms 1-6, force components in eV/Å:
0.28 -0.06 -0.26
-0.45 0.20 0.37
-0.04 -0.11 -0.08
-0.15 0.26 -0.37
0.22 0.14 0.30
-1.77 0.63 -0.47

(4)
Computed, not measured: 4 unconnected molecules or ions with the total composition C36H76N4O4, with ωB97M-V/def2-TZVPD.

Output
Structure (SMILES): CC1(C)CCCC(C)(C)N1O.CC1(C)CCCC(C)(C)N1O.CC1(C)CCCC(C)(C)N1O.CC1(C)CCCC(C)(C)N1O
Relative energy (zero: lowest compared OMol25 entry of this formula, charge and spin) (kJ/mol): 907.8

Last column: Löwdin charge in e.
CARTESIAN COORDINATES (ANGSTROEM)
C1 -32.41950 -2.72586 -5.64118  -0.0333
H1 -37.31048 -9.51737 -3.85103  0.0933
C2 -32.99547 -7.44964 -5.23643  -0.0650
H2 -35.65128 -3.25193 3.61775  0.1097
H3 -39.22978 -7.82177 -1.88566  0.0729
N1 -37.10356 -8.77887 -2.19011  -0.1147
H4 -33.59029 -4.69575 3.83292  0.1114
H5 -33.24521 -2.34012 3.26590  0.1235
C3 -43.21822 -13.09948 -4.65368  -0.0136
O1 -37.72808 -8.74148 -3.46995  0.0009
H6 -35.05895 -5.37574 0.54553  0.0847
H7 -34.67100 -6.07042 -7.23307  0.0863
C4 -35.00903 -3.48770 2.76920  -0.1638
H8 -35.93550 -4.22167 -3.64402  0.1014
C5 -39.11941 -8.08388 -0.83341  -0.0193
H9 -42.12913 -15.70217 -4.85642  0.0697
H10 -32.87609 -7.12321 2.71762  0.0823
C6 -40.66770 -11.47143 -6.17056  -0.1752
H11 -34.63332 -3.39846 -0.13373  0.0699
C7 -33.36199 -5.99284 -5.41408  -0.4704
H12 -34.11411 -2.71952 -3.26981  0.1140
C8 -34.21384 -4.78793 2.94365  -0.1410
H13 -33.99601 -6.79120 0.40460  0.0455
H14 -34.92965 -8.03993 -4.10405  0.0447
H15 -30.79005 -4.40794 1.34536  0.0880
H16 -35.52236 -6.43264 -4.91195  0.1226
H17 -37.61718 -6.41999 -2.20070  0.0829
H18 -34.79738 -6.89289 -0.51779  -0.0047
C9 -33.86930 -2.62189 -0.09747  -0.0279
H19 -31.24792 -4.05056 -2.57806  0.0752
C10 -38.57401 -10.52560 -1.30739  -0.0569
H20 -38.62279 -13.65977 -2.62196  0.0901
H21 -30.41298 -3.47439 -3.97846  0.0710
H22 -37.81203 -9.36920 1.12547  0.1243
H23 -36.12750 -5.78665 -1.57670  0.0893
C11 -38.50875 -12.75809 -3.22368  -0.0198
H24 -33.59544 -5.51797 -0.49404  0.1002
H25 -37.87805 -11.09462 -1.92378  0.0456
C12 -40.60653 -11.35789 -3.04276  -0.0453
H26 -32.46167 -1.67369 -5.35966  0.0850
C13 -41.76331 -13.57563 -5.11851  -0.4271
C14 -36.37837 -7.94831 0.52401  -0.1602
H27 -42.65822 -15.05497 -6.43563  0.0802
H28 -34.83130 -5.62054 3.28070  0.1149
H29 -43.87803 -13.05969 -5.52035  0.0748
H30 -41.18194 -10.71975 -5.57169  0.1096
C15 -35.98178 -7.82928 -2.08520  -0.4167
H31 -38.85776 -7.18539 -0.27455  0.0674
H32 -31.66910 -2.41900 -3.07167  0.0798
H33 -38.89835 -10.84514 -5.39218  0.1080
C16 -32.50321 -3.73270 -4.49201  -0.4495
H34 -43.68942 -13.61534 -3.81705  0.0789
N2 -40.70399 -13.54677 -4.03673  -0.1798
H35 -33.04189 -6.42729 -7.49548  0.0807
H36 -36.53390 -10.06885 0.19401  0.1256
N3 -32.29060 -5.16620 -4.91623  -0.0868
C17 -33.10880 -2.67985 1.18081  -0.5747
H37 -34.37990 -9.13288 -3.02301  0.1044
C18 -34.68258 -5.87652 -4.49531  -0.1868
C19 -31.35885 -3.39591 -3.44247  -0.0329
O2 -31.27852 -4.15253 0.55939  0.0016
H38 -33.53841 -4.23852 -2.71610  0.0911
H39 -31.66434 -1.40877 0.17402  0.0923
C20 -41.86836 -15.04320 -5.68458  -0.0606
N4 -32.46309 -3.95713 1.36515  -0.1258
H40 -33.11710 -2.88920 -0.83965  0.0655
H41 -41.69426 -11.34672 -3.11184  0.0800
C21 -34.02126 -5.70499 0.49178  -0.0484
H42 -30.41522 -5.30354 -4.78735  0.0817
C22 -36.53787 -6.43327 -2.35232  -0.0071
C23 -33.95174 -2.41862 2.43960  -0.1278
H43 -40.38243 -11.60862 -2.00592  0.0702
C24 -32.31121 -6.26510 2.35340  -0.0261
H44 -37.73630 -13.11766 -3.90349  0.0862
H45 -36.99267 -7.06330 0.68980  0.1085
C25 -33.67759 -5.78070 -6.89058  -0.0201
H46 -38.53265 -11.12543 -0.39822  0.1106
H47 -31.53834 -5.85045 3.00058  0.0789
H48 -40.34824 -10.96047 -7.07883  0.1090
H49 -40.92201 -15.47616 -6.00873  0.0803
H50 -33.31762 -2.82539 -6.25074  0.0634
H51 -41.63732 -13.59833 -2.48208  0.0914
H52 -34.49325 -1.48442 2.29077  0.1213
H53 -35.86240 -8.16189 1.46011  0.1123
H54 -39.97182 -8.53243 -0.32320  0.0855
H55 -31.61259 -3.01733 -6.31352  0.0833
C26 -37.99459 -9.14396 -1.02558  -0.4432
C27 -35.32837 -7.83300 -0.66723  -0.1339
H56 -34.58783 -6.37503 -3.53063  0.0293
C28 -41.27401 -12.91831 -6.45612  -0.1165
H57 -35.72974 -3.65087 1.96792  0.0996
O3 -41.12622 -14.23601 -2.98581  0.0155
H58 -32.13771 -7.76437 -5.83082  0.0848
C29 -33.27626 -5.14111 1.73913  -0.4023
H59 -43.03401 -12.03782 -4.48919  0.0534
H60 -31.69307 -6.68690 1.56089  0.0701
H61 -34.18982 -1.62319 -0.39405  0.1008
H62 -39.52659 -10.53722 -1.83707  0.0135
H63 -36.36505 -5.99762 -3.33641  0.0419
H64 -38.12941 -12.00121 -2.53715  0.0073
H65 -34.45473 -8.47126 -0.53498  0.1289
H66 -42.12791 -12.85724 -7.13083  0.1067
C30 -32.06460 -1.60677 1.16835  -0.0359
C31 -39.82031 -12.36599 -3.93853  -0.3881
C32 -33.81911 -3.70680 -3.62526  -0.1065
H67 -40.54970 -13.54131 -6.98084  0.1102
C33 -34.78508 -8.12100 -3.02673  -0.0798
H68 -33.99519 -7.38380 -2.88284  0.0741
H69 -40.29764 -10.33924 -3.27741  0.0920
O4 -30.99994 -5.36497 -5.54626  -0.0071
H70 -32.69031 -7.81864 -4.25723  0.0837
H71 -33.48183 -4.75004 -7.18643  0.0694
H72 -38.71777 -12.37212 -5.92032  0.1166
H73 -32.26648 -0.78251 1.85240  0.0873
H74 -35.28230 -4.14973 -5.28282  0.1096
C34 -37.14779 -9.17265 0.28389  -0.1727
C35 -35.05332 -4.42125 -4.25231  -0.1615
H75 -31.25383 -2.00425 1.77889  0.0861
H76 -33.84281 -8.05155 -5.56480  0.0908
C36 -39.46119 -11.77858 -5.38822  -0.1639

Atoms 1-6, force components in eV/Å:
-1.18 -0.68 -0.47
-0.22 -0.10 -0.48
1.06 -1.33 -0.63
0.41 0.10 0.31
-1.33 0.38 0.17
1.58 -1.48 1.42

| no. | strongest force on any atom (Eh/bohr) | M (g/mol) |
| --- | --- | --- |
| 1 | 0.0913 | 76.074 |
| 2 | 0.1670 | 1069.490 |
| 3 | 0.1036 | 298.395 |
| 4 | 0.1246 | 629.028 |